53
Properties=species:S:1:pos:R:3:forces:R:3 method="wB97M-V/def2-TZVPD" charge=0 multiplicity=2 de_lowest_kj_mol=9.3 s_squared=0.755
Cu -0.011913 0.469091 1.069346 -0.66 -0.40 0.40
C 4.524706 0.664945 3.809620 -0.04 -0.02 0.02
S 3.050837 1.294312 4.635387 -0.10 -0.08 0.11
C 1.754445 0.964987 3.498247 0.37 0.41 -0.24
S 2.121591 0.295960 1.967589 0.06 -0.24 0.04
N 0.587600 1.376830 3.939974 0.46 0.04 0.68
N -0.384215 1.195802 3.047663 -0.86 -0.09 -0.86
C -1.604926 1.392396 3.382259 0.25 -0.02 -0.22
C -2.647966 1.137792 2.377296 -0.30 -0.10 -0.26
C -3.995553 1.367215 2.659986 0.20 0.02 0.07
C -4.953176 1.076403 1.703239 0.05 0.00 0.01
C -4.549518 0.550493 0.487030 -0.14 0.02 0.06
C -3.198274 0.343277 0.280787 0.19 -0.01 -0.14
N -2.270874 0.635539 1.182466 0.39 0.26 0.54
H 5.322106 0.736527 4.548863 -0.04 0.03 0.03
H 4.786703 1.258250 2.937407 -0.06 0.02 -0.01
H 4.396086 -0.374108 3.519951 -0.01 -0.02 0.01
H -1.872022 1.712219 4.383409 -0.04 0.01 0.09
H -4.274463 1.766286 3.625578 -0.02 0.01 0.02
H -6.001812 1.246826 1.908377 0.01 0.01 0.01
H -5.260011 0.292169 -0.285153 -0.01 0.00 0.01
H -2.837655 -0.098673 -0.640577 0.05 0.05 -0.02
C 1.464675 2.143865 -0.913293 -0.05 -0.03 -0.04
C 1.815283 3.422378 -1.710337 0.07 0.00 -0.02
N 0.969584 4.530316 -1.277770 0.06 0.17 -0.05
C -0.418187 4.205219 -1.574007 -0.08 0.07 -0.09
C -0.813072 2.873653 -0.891129 -0.17 -0.07 -0.12
N 0.287150 2.395576 -0.047670 0.30 -0.03 0.07
C 0.635455 3.456308 0.921811 0.01 -0.03 0.03
C 1.115479 4.717036 0.164199 0.04 0.06 0.02
H 2.284183 1.836797 -0.265687 0.01 0.01 0.01
H 1.227591 1.301858 -1.568251 -0.02 0.04 0.02
H 1.665222 3.281115 -2.783247 0.00 -0.01 0.03
H 2.859483 3.705973 -1.560563 -0.03 -0.03 0.00
H -0.538632 4.143830 -2.658296 0.00 0.00 0.04
H -1.041189 5.030065 -1.219139 0.00 -0.04 -0.02
H -1.033364 2.093815 -1.624698 -0.02 0.01 0.04
H -1.693963 3.008710 -0.266776 -0.10 -0.07 0.09
H 1.405952 3.064106 1.586874 -0.01 0.00 -0.01
H -0.251002 3.655820 1.528782 0.01 0.01 -0.03
H 2.166887 4.926854 0.373280 -0.03 -0.02 0.01
H 0.540530 5.598224 0.458751 0.02 -0.03 -0.01
F 0.102589 -4.834808 -1.991171 0.02 -0.01 0.00
C 0.063615 -3.671940 -1.297704 0.01 0.05 0.02
C 1.132463 -2.803291 -1.375800 -0.04 -0.09 -0.03
C 1.066899 -1.617028 -0.657227 -0.11 0.20 0.13
C -0.040547 -1.254271 0.129006 0.39 -0.21 -0.57
C -1.080318 -2.189182 0.170106 -0.21 0.29 0.37
C -1.041432 -3.390280 -0.525110 0.00 -0.17 -0.11
H 1.992765 -3.063043 -1.979900 -0.01 0.02 0.01
H 1.927116 -0.954645 -0.709240 -0.02 -0.02 0.00
H -1.964069 -2.008550 0.785754 0.21 0.02 -0.12
H -1.852042 -4.106716 -0.470691 0.01 0.02 0.00

51
Properties=species:S:1:pos:R:3:forces:R:3 method="wB97M-V/def2-TZVPD" charge=-1 e_tot_ha=-1336.1029
N 3.341443 0.114035 -2.358055 0.51 0.38 -0.12
C 3.756305 1.431872 -2.378473 2.34 -1.77 -0.01
N 5.116377 1.582607 -2.390503 -1.97 0.14 0.08
C 5.623918 0.309204 -2.375750 -1.25 -0.50 -0.04
C 7.098761 0.076607 -2.362155 -2.43 0.48 -0.03
O 7.902196 0.989416 -2.342305 0.47 -0.95 -0.01
C 4.487364 -0.606727 -2.364479 1.72 1.37 -0.02
H 3.038999 2.231277 -2.383233 0.02 0.31 0.01
H 7.317320 -1.023815 -2.373364 0.62 0.41 0.03
H 4.535205 -1.692138 -2.364718 -0.19 0.28 0.01
C -4.714930 0.995309 0.476971 -0.02 -0.39 0.09
C -3.495296 1.474505 -0.327701 -0.15 -0.12 0.18
C -3.938970 1.653270 -1.782107 0.14 -0.09 -0.09
C -3.207944 2.869281 0.252337 0.51 0.08 0.03
C -2.231870 0.560294 -0.176818 0.12 -0.07 -1.26
C -1.478538 0.135317 -1.247617 -0.66 1.12 0.24
C -0.210160 -0.559334 -1.137088 1.24 -0.71 -1.39
C 0.666950 -0.813080 -2.232065 -2.82 0.91 1.77
C 1.295641 -2.147380 -2.323278 2.12 -2.41 0.04
F 1.560249 -2.472202 -3.636312 -0.31 0.50 1.38
F 2.467683 -2.388155 -1.615677 -1.82 0.42 -0.82
F 0.446707 -3.164650 -1.863304 0.64 1.25 -0.57
C 0.104103 -1.046406 0.194962 -0.32 -0.67 0.83
C -0.564648 -0.653235 1.326599 0.77 -0.53 -0.76
C -0.035054 -1.011234 2.737402 -0.09 0.01 0.21
C 0.433006 0.276833 3.435448 0.02 0.30 -0.33
C 1.138015 -1.993950 2.657603 0.06 0.01 -0.11
C -1.128106 -1.600034 3.642923 -0.27 -0.08 -0.23
C -1.745067 0.228028 1.175938 -0.35 1.55 2.03
O -2.280692 0.756819 2.191724 0.78 -1.15 -1.83
H -4.448854 0.935982 1.535890 -0.17 -0.13 -0.21
H -5.528161 1.731233 0.367354 0.23 -0.26 -0.04
H -5.077394 0.022575 0.123747 0.03 0.08 0.11
H -3.137749 2.089256 -2.390433 -0.15 -0.11 0.00
H -4.262509 0.702697 -2.225680 0.13 0.15 0.00
H -4.794902 2.343665 -1.814759 0.23 -0.19 0.05
H -2.375281 3.347066 -0.276797 -0.09 0.03 0.13
H -4.103823 3.499816 0.155422 0.24 -0.15 -0.05
H -2.963288 2.765790 1.313687 0.03 0.20 -0.24
H -1.863818 0.241784 -2.263054 0.18 0.42 0.23
H 0.603689 -0.235504 -3.174210 -0.05 -0.64 0.73
H 0.903765 -1.791255 0.266180 -0.09 0.66 0.04
H -0.432156 0.941644 3.539672 0.37 -0.02 0.06
H 0.840163 0.053584 4.431047 -0.06 -0.02 -0.23
H 1.204963 0.772531 2.832197 -0.10 -0.01 0.21
H 0.819284 -2.942092 2.204608 0.14 0.14 0.04
H 1.957998 -1.569364 2.064511 -0.10 -0.18 0.13
H 1.537086 -2.216336 3.657854 -0.23 0.14 -0.19
H -1.529679 -2.526134 3.211091 -0.01 0.12 0.15
H -0.719070 -1.819673 4.641118 -0.05 0.02 -0.31
H -1.929244 -0.859605 3.743653 0.08 -0.36 0.06

46
Properties=species:S:1:pos:R:3:forces:R:3 method="wB97M-V/def2-TZVPD" charge=-1 multiplicity=5 de_lowest_kj_mol=164.9 s_squared=6.124
C -2.357197 -1.523489 2.801624 -1.78 0.91 0.96
C -2.345305 -0.303443 2.005261 -1.66 0.42 1.05
C -1.663005 0.724857 2.776996 -1.70 0.34 0.84
C -1.257527 0.140856 4.042328 -1.82 0.39 0.60
C -1.687119 -1.243833 4.059410 -1.77 0.59 0.65
Fe -0.527003 -0.867432 2.490524 0.11 0.44 -0.34
C 1.308731 -1.429361 2.973662 1.96 -0.29 -0.26
C 0.618642 -2.472220 2.277219 1.24 -1.28 -0.98
C 0.146047 -1.952029 1.015898 1.75 -0.46 -1.10
C 0.627430 -0.570616 0.884481 1.70 -1.03 -0.38
C 0.412048 0.260867 -0.254377 -1.14 2.23 2.51
C 1.160875 1.472993 -0.441327 -0.21 -0.13 0.03
C 0.595463 2.600194 -1.111277 0.52 0.15 -0.37
C 1.386249 3.702965 -1.455364 -0.30 -0.42 0.19
C 2.737519 3.754954 -1.093377 -0.03 0.28 -0.07
C 3.290690 2.708245 -0.347148 -0.49 -0.45 0.22
C 2.514963 1.600589 -0.002610 0.56 0.14 -0.31
C 1.296532 -0.245054 2.152834 2.05 -0.27 -1.06
H -2.873451 -2.440811 2.544969 0.27 0.07 -0.04
H -2.864112 -0.154544 1.065136 0.26 -0.08 0.06
H -1.580611 1.771790 2.504294 0.19 -0.27 -0.05
H -0.820976 0.677160 4.876726 0.14 -0.15 -0.22
H -1.620687 -1.915528 4.906532 0.16 0.03 -0.19
H 1.815130 -1.519700 3.933902 -0.31 0.01 -0.25
H 0.497691 -3.506779 2.594469 -0.05 0.40 0.09
H -0.359176 -2.466853 0.200289 0.01 -0.04 0.44
H -0.598835 0.198118 -0.673898 0.44 0.62 0.58
H -0.466953 2.578143 -1.368522 0.31 0.01 0.02
H 0.936180 4.535672 -2.001751 0.12 -0.21 0.17
H 3.344470 4.622241 -1.360718 -0.17 -0.23 0.05
H 4.332386 2.756699 -0.019131 -0.30 -0.02 -0.12
H 2.974377 0.782092 0.563726 -0.27 0.34 -0.34
H 1.779831 0.714986 2.358336 -0.39 -0.54 0.12
C -1.197224 -2.294903 -3.679912 0.01 0.08 -0.11
C -0.947214 -0.977190 -2.949450 -0.44 0.14 0.91
C -1.146269 0.201669 -3.897649 -0.11 -0.15 -0.03
N 0.250206 -0.875721 -2.162121 2.35 -0.84 -2.47
H -2.236545 -2.287130 -4.033396 0.15 -0.09 0.01
H -0.545067 -2.403218 -4.555780 0.01 -0.01 0.19
H -1.078894 -3.165391 -3.028389 0.08 0.12 -0.02
H -1.719548 -0.906176 -2.164628 -0.71 0.02 -0.36
H -2.190576 0.185935 -4.238433 0.24 0.09 -0.03
H -0.969510 1.164552 -3.407402 0.07 -0.16 -0.03
H -0.494278 0.113978 -4.778090 -0.05 0.07 0.21
H 0.851631 -0.024851 -2.252295 -0.76 -1.81 -0.24
H 0.669989 -1.723282 -1.751570 -0.27 1.02 -0.55